A cluster of 2 separate species, C5H12F3O2P in total, computed with ωB97M-V/def2-TZVPD.

The highest occupied orbital energy is 2.456 eV. The gap between HOMO and LUMO comes out at 0.0851 Eh.

```
! RIJCOSX wB97M-V def2-TZVPD def2/J DEFGRID3
* xyz -2 1
H -0.1565 -2.2696 2.3837
C 0.3992 0.2427 3.5293
H -0.0720 -0.9791 -1.4009
C 1.3277 -0.4967 2.4843
O -0.0940 0.1391 -3.8336
C 0.6930 -1.7946 1.8043
F -0.1288 1.4205 2.9598
H 1.5567 -2.5402 1.6750
H -1.8155 0.9494 -2.0882
H 2.2874 -0.7699 3.0242
H -0.8928 -0.4942 0.4232
H 1.5954 0.2456 1.6669
C -1.3755 1.8179 -2.6355
H -0.4442 2.0010 -2.0466
H -1.7994 1.0734 -4.6357
H 1.5441 -0.8278 -0.2306
H -0.4077 2.0874 -4.5614
O -2.1868 2.8820 -2.8346
F -0.5988 -0.5353 4.1022
P 0.1914 -1.3364 -0.0223
F 1.2436 0.7162 4.5771
C -0.8758 1.2258 -4.0327
H 0.0091 -2.7573 -0.3080
*
```

Partial atomic charges computed with the Mulliken method, in multiples of e:
1 H 0.389
2 C 0.836
3 H -0.023
4 C -0.729
5 O -0.935
6 C -0.936
7 F -0.249
8 H 0.371
9 H -0.069
10 H 0.270
11 H 0.052
12 H 0.355
13 C 0.059
14 H 0.046
15 H 0.161
16 H 0.021
17 H 0.165
18 O -0.970
19 F -0.253
20 P 0.106
21 F -0.306
22 C -0.372
23 H 0.010

A cluster of 2 separate species, C5H12FN2 in total, computed with ωB97M-V/def2-TZVPD.

The highest occupied orbital energy (spin up / spin down) is -10.902 / -11.258 eV. For the energy above the lowest of the compared OMol25 structures with the same formula, charge and spin, the calculation gives 93.9 kcal/mol. The gap between HOMO and LUMO (spin up / spin down) comes out at 0.2439 / 0.2611 Eh.

```
! RIJCOSX wB97M-V def2-TZVPD def2/J DEFGRID3
* xyz 1 1
H 2.4058 -0.7044 -1.3393
C -0.6461 1.4483 0.4444
C 1.6587 1.0167 -0.5124
C -1.8879 -0.6008 0.2645
H -3.7836 -1.4022 0.4628
F -0.5587 2.7720 0.0600
C 3.0633 -0.6058 0.5537
H 2.7641 -1.6732 0.8111
H 1.8503 1.6045 0.4757
N 2.1592 -0.2018 -0.5024
H -1.4838 -1.3043 1.0023
H -3.6151 -0.6914 -1.1294
H -0.2782 1.0485 1.4011
H 1.3155 1.3454 -1.4616
H -2.8457 -2.0665 -0.9025
H 2.8812 0.1847 1.2536
H 4.0646 -0.6883 0.3097
N -1.6067 0.6670 -0.0743
H -2.2742 1.1193 -0.7893
C -3.1827 -1.2676 -0.3279
*
```

Partial atomic charges computed with the Mulliken method, in multiples of e:
1 H 0.294
2 C -0.273
3 C -0.540
4 C 0.071
5 H 0.363
6 F -0.279
7 C -0.726
8 H 0.253
9 H 0.334
10 N -0.012
11 H 0.358
12 H 0.346
13 H 0.448
14 H 0.379
15 H 0.375
16 H 0.290
17 H 0.316
18 N -0.065
19 H 0.345
20 C -1.276

The molecule C5H12FN2O2PS2, computed with ωB97M-V/def2-TZVPD.

The highest occupied orbital energy is -9.176 eV. For the energy above the lowest of the compared OMol25 structures with the same formula, charge and spin, the calculation gives 2.1 kcal/mol. The gap between HOMO and LUMO comes out at 0.3508 Eh. As for the SMILES: CC(C)N(N(C)C(=O)F)[P@@](O)(=S)S.

```
! RIJCOSX wB97M-V def2-TZVPD def2/J DEFGRID3
* xyz 0 1
N 0.5444 -0.4478 -0.1783
H 0.1654 -0.9687 2.4942
H -0.5073 -0.5920 -2.7836
C -0.3910 -1.6096 1.8636
O 3.0778 -1.1105 0.3170
H -1.4317 -1.2669 1.7941
C 0.5423 -2.8453 -0.0384
H -1.3053 2.0059 0.6511
H -1.4731 0.8242 -2.4482
N 0.2252 -1.6270 0.4904
H 0.3710 1.5646 0.5313
O 0.3261 -3.8958 0.4061
C -0.5537 1.7389 -0.0980
H 0.2042 1.0899 -2.8000
H 3.5278 0.9155 2.0004
F 1.2825 -2.6745 -1.1922
H 3.5290 -1.5084 -0.4333
C -0.5323 0.3855 -2.3200
S 2.8970 1.2326 -1.4543
H -1.4050 -0.3116 -0.4278
C -0.5311 0.2868 -0.7279
H -0.3157 -2.7065 2.1481
S 2.2755 0.9984 1.9893
H -0.4825 2.3893 -0.8638
P 2.2072 0.1772 0.0234
*
```

Partial atomic charges computed with the Mulliken method, in multiples of e:
1 N 0.231
2 H 0.304
3 H 0.330
4 C -0.919
5 O -0.523
6 H 0.259
7 C 0.746
8 H 0.274
9 H 0.505
10 N -0.230
11 H -0.194
12 O -0.513
13 C -0.648
14 H 0.261
15 H 0.143
16 F -0.261
17 H 0.355
18 C -1.468
19 S -0.357
20 H 0.434
21 C 0.154
22 H 0.370
23 S -0.277
24 H 0.424
25 P 0.601

A cluster of 2 separate species, C5H12FN2O2PS2 in total, computed with ωB97M-V/def2-TZVPD.

The highest occupied orbital energy (spin up / spin down) is -4.304 / -8.682 eV. For the energy above the lowest of the compared OMol25 structures with the same formula, charge and spin, the calculation gives 4.5 kcal/mol. The gap between HOMO and LUMO (spin up / spin down) comes out at 0.1771 / 0.2131 Eh.

```
! RIJCOSX wB97M-V def2-TZVPD def2/J DEFGRID3
* xyz 0 3
C -1.1312 2.8550 1.1478
H -1.7572 -0.6141 0.7922
P 1.7145 -1.5051 -0.0102
H -1.0352 2.9217 2.2592
H -1.1264 0.2057 2.3240
H 2.4240 0.8662 -2.4863
S 2.7992 -2.4178 -1.6526
H 3.2936 -1.0952 2.0897
O 2.9126 2.9944 -0.0902
H 1.8324 2.4376 -2.2995
H -1.9294 1.3624 -0.4429
H 2.5189 -3.5160 -1.0045
C -1.5565 1.4164 0.5681
C 2.5449 1.9011 0.1864
C -1.4495 0.3166 1.2427
H 0.6846 1.2021 -2.4727
H -0.0826 2.8840 0.7844
S 2.9248 -2.1748 1.5601
F 2.7619 1.3250 1.3810
N 1.7990 1.0739 -0.6355
C 1.6614 1.4268 -2.0676
O 0.4149 -2.3728 0.1707
N 1.1135 -0.0836 -0.2600
H -0.0966 -2.6159 0.9723
H -1.6945 3.6182 0.6338
*
```

Partial atomic charges computed with the Mulliken method, in multiples of e:
1 C -0.697
2 H 0.253
3 P 0.368
4 H 0.310
5 H 0.202
6 H 0.404
7 S -0.339
8 H 0.115
9 O -0.480
10 H 0.417
11 H 0.330
12 H 0.124
13 C 0.036
14 C 0.573
15 C -0.702
16 H 0.291
17 H -0.030
18 S -0.338
19 F -0.223
20 N 0.381
21 C -1.072
22 O -0.483
23 N -0.109
24 H 0.355
25 H 0.312

A structure of composition C5H12I2N, computed with ωB97M-V/def2-TZVPD.

The highest occupied orbital energy is -13.005 eV. For the energy above the lowest of the compared OMol25 structures with the same formula, charge and spin, the calculation gives 30.4 kcal/mol. The gap between HOMO and LUMO comes out at 0.3342 Eh.

```
! RIJCOSX wB97M-V def2-TZVPD def2/J DEFGRID3
* xyz 1 1
C -0.3050 -0.8381 0.2323
H -0.3043 1.9183 -0.5968
H -0.7673 -0.0702 2.2279
C -1.2317 -1.0339 -1.0297
C 1.8030 0.4155 0.8975
H 0.2290 1.2097 -2.0780
H 0.0135 -1.7032 0.6912
C 0.9002 0.0142 -0.2453
C 0.4407 1.3107 -1.0471
H -1.5169 -0.1814 -1.5136
H 1.5744 -0.5989 -0.9776
H -2.2489 -0.5121 1.4087
I -3.1419 -1.9879 -0.4426
H 2.5795 1.2433 0.7833
H 1.3986 1.7863 -1.0854
I -0.1410 -2.3219 -2.4452
N -1.2318 -0.0288 1.2750
H -1.5650 0.8493 0.9699
H 1.1510 0.9930 1.6452
H 2.3639 -0.4638 1.3304
*
```

Partial atomic charges computed with the Mulliken method, in multiples of e:
1 C -0.300
2 H 0.330
3 H 0.384
4 C -1.186
5 C -1.396
6 H 0.391
7 H 0.392
8 C 0.732
9 C -1.515
10 H 0.750
11 H 0.229
12 H 0.278
13 I 0.159
14 H 0.355
15 H 0.473
16 I 0.248
17 N -0.279
18 H 0.337
19 H 0.297
20 H 0.321

The ion C5H12IN2 with charge +1, computed with ωB97M-V/def2-TZVPD.

The highest occupied orbital energy is -12.564 eV. For the energy above the lowest of the compared OMol25 structures with the same formula, charge and spin, the calculation gives 42.3 kcal/mol. The gap between HOMO and LUMO comes out at 0.3198 Eh. As for the SMILES: CN1CC[C@@]([NH3+])(I)C1.

```
! RIJCOSX wB97M-V def2-TZVPD def2/J DEFGRID3
* xyz 1 1
H -0.3095 -0.5113 -2.7560
H -0.5138 -1.6511 2.2715
H -1.5121 0.2452 0.8286
H 1.0014 -2.2271 1.6679
H 0.7623 2.0987 0.2705
I 2.3140 0.7946 -1.9967
H -1.6193 0.0069 -1.7005
H 1.2332 -1.3267 -0.6077
C -0.0501 1.5482 -0.0319
H -0.6024 -1.4866 -0.4691
C -0.6111 0.7303 1.0868
H -0.6820 1.1199 -2.7541
H 0.9615 -0.9574 2.9901
H -0.7408 2.1617 -0.6946
H -0.6593 1.2689 2.0687
C 0.5307 -1.3716 2.1137
C 0.3562 -0.8552 -0.2435
N -0.6681 0.3217 -2.1427
C 0.3757 0.4495 -0.9949
N 0.4333 -0.3585 1.0940
*
```

Partial atomic charges computed with the Mulliken method, in multiples of e:
1 H 0.417
2 H 0.341
3 H 0.328
4 H 0.355
5 H 0.416
6 I 0.294
7 H 0.382
8 H 0.471
9 C -0.719
10 H 0.296
11 C -0.673
12 H 0.372
13 H 0.301
14 H 0.338
15 H 0.385
16 C -0.930
17 C -0.850
18 N -0.380
19 C -0.081
20 N -0.065

The ion C5H12IN2 with charge +1, computed with ωB97M-V/def2-TZVPD.

The highest occupied orbital energy is -13.757 eV. For the energy above the lowest of the compared OMol25 structures with the same formula, charge and spin, the calculation gives 29.9 kcal/mol. The gap between HOMO and LUMO comes out at 0.3231 Eh. As for the SMILES: CC(C)(C)/C(N)=[NH+]/I.

```
! RIJCOSX wB97M-V def2-TZVPD def2/J DEFGRID3
* xyz 1 1
N -1.4574 0.9924 1.1683
H -0.9676 1.1591 -1.5881
C 0.1084 -0.2298 -0.4161
H -1.5649 1.4620 2.1170
N 0.7175 0.4581 1.9558
H 1.4936 -1.4545 -1.3556
H 0.5359 0.5749 -2.4000
H 1.4377 -1.8301 0.2223
C 1.4069 -1.0275 -0.4558
H 0.5900 1.8492 -0.9804
I 0.9199 1.8679 3.5036
H 1.4122 -0.2675 1.8180
H -2.1689 0.9772 0.4645
H 2.2651 -0.3106 -0.2912
C -0.9550 -1.2848 -0.7508
C 0.1047 0.9060 -1.4038
H -1.2372 -1.8161 0.2090
H -0.6366 -1.8954 -1.5550
H -1.6972 -0.5606 -1.2211
C -0.3074 0.4304 0.9593
*
```

Partial atomic charges computed with the Mulliken method, in multiples of e:
1 N -0.292
2 H 0.388
3 C 1.730
4 H 0.204
5 N -0.677
6 H 0.648
7 H 0.362
8 H 0.543
9 C -2.492
10 H 0.304
11 I 0.289
12 H 0.308
13 H 0.252
14 H 0.480
15 C -1.381
16 C -1.345
17 H 0.296
18 H 0.457
19 H 0.392
20 C 0.535

The ion C5H12N with charge +1, computed with ωB97M-V/def2-TZVPD.

The highest occupied orbital energy is -11.701 eV. For the energy above the lowest of the compared OMol25 structures with the same formula, charge and spin, the calculation gives 113.6 kcal/mol. The gap between HOMO and LUMO comes out at 0.2664 Eh. As for the SMILES: C=C(C)CC[NH3+].

```
! RIJCOSX wB97M-V def2-TZVPD def2/J DEFGRID3
* xyz 1 1
H -2.8499 0.0935 0.0025
C -0.7369 -0.4272 0.0469
H -0.4863 1.0795 1.4608
H -2.4219 -0.7596 -1.5178
N 1.9887 0.1951 0.1620
H 0.2778 -2.0491 -0.9421
H 1.8659 -0.4579 -0.5892
C 1.0549 1.3129 -0.0419
H 1.0860 1.6705 -1.1390
H 0.3013 -2.2331 0.8036
H 2.9224 0.4920 0.3659
H 1.7833 -0.1777 1.1053
H -2.6987 -1.6207 -0.0879
C 0.1901 -1.5038 0.0691
C -0.3933 1.0124 0.3324
C -2.2109 -0.6778 -0.4337
H 1.4115 2.2751 0.4905
H -1.0840 1.7758 -0.0871
*
```

Partial atomic charges computed with the Mulliken method, in multiples of e:
1 H 0.379
2 C 1.288
3 H 0.308
4 H 0.311
5 N -0.269
6 H 0.285
7 H 0.376
8 C -0.737
9 H 0.360
10 H 0.385
11 H 0.367
12 H 0.359
13 H 0.339
14 C -1.646
15 C -0.611
16 C -1.241
17 H 0.360
18 H 0.388

A cluster of 2 separate species, C5H12N in total, computed with ωB97M-V/def2-TZVPD.

The highest occupied orbital energy is -14.584 eV. For the energy above the lowest of the compared OMol25 structures with the same formula, charge and spin, the calculation gives 67.0 kcal/mol. The gap between HOMO and LUMO comes out at 0.3135 Eh.

```
! RIJCOSX wB97M-V def2-TZVPD def2/J DEFGRID3
* xyz 1 1
C 0.5138 -0.1358 1.3560
H -1.3100 0.5105 -1.3878
H 0.3893 -0.8336 3.3784
H 1.1629 -1.6930 -1.3552
H -2.0240 -0.2992 0.0120
H -1.1211 -0.3566 2.6913
H 0.9650 1.2695 -1.7243
C -0.0347 0.4632 0.2127
C -0.0943 -0.4325 2.4796
H -2.0959 1.4973 -0.1020
C 0.9425 1.1985 -0.6223
H -0.2952 -2.4111 -1.6980
N 0.1350 -1.5374 -1.4542
H 1.6114 -0.2615 1.4454
H 0.0842 -0.8326 -2.1896
H 0.7014 2.2380 -0.4477
C -1.4461 0.6233 -0.2778
H 1.9158 0.9930 -0.3167
*
```

Partial atomic charges computed with the Mulliken method, in multiples of e:
1 C -0.305
2 H 0.243
3 H 0.267
4 H 0.268
5 H 0.364
6 H 0.307
7 H 0.393
8 C 1.217
9 C -0.751
10 H 0.351
11 C -1.344
12 H 0.224
13 N -0.647
14 H 0.209
15 H 0.259
16 H 0.413
17 C -0.908
18 H 0.442

The ion C5H12N with charge +1, computed with ωB97M-V/def2-TZVPD.

The highest occupied orbital energy is -12.407 eV. For the energy above the lowest of the compared OMol25 structures with the same formula, charge and spin, the calculation gives 90.8 kcal/mol. The gap between HOMO and LUMO comes out at 0.3180 Eh. As for the SMILES: C/C=C/CC[NH3+].

```
! RIJCOSX wB97M-V def2-TZVPD def2/J DEFGRID3
* xyz 1 1
H 2.4431 0.1369 -0.1495
H -2.5747 1.9562 -1.2723
C -1.6752 1.2197 -1.6244
C 0.5019 0.6843 -0.9141
H 1.3414 0.4439 1.2059
H -0.6485 2.0444 0.2752
H 0.9474 0.7886 -1.9066
H -0.5442 -2.2048 2.1483
C 1.4135 0.1335 0.2163
H 0.5204 -1.8168 -0.4381
C -0.6254 1.3730 -0.6261
C 0.9729 -1.4052 0.5381
H -1.1426 1.4313 -2.5562
H 0.2323 -0.9358 2.6710
N 0.0147 -1.4079 1.7889
H 1.7488 -1.9030 0.8808
H -0.7084 -0.8065 1.5168
H -2.2174 0.2681 -1.7539
*
```

Partial atomic charges computed with the Mulliken method, in multiples of e:
1 H 0.345
2 H 0.274
3 C -0.994
4 C -0.534
5 H 0.486
6 H 0.394
7 H 0.467
8 H 0.366
9 C -0.887
10 H 0.351
11 C -0.005
12 C -0.527
13 H 0.315
14 H 0.344
15 N -0.404
16 H 0.432
17 H 0.308
18 H 0.267

The ion C5H12N with charge +1, computed with ωB97M-V/def2-TZVPD.

The highest occupied orbital energy is -13.290 eV. For the energy above the lowest of the compared OMol25 structures with the same formula, charge and spin, the calculation gives 27.1 kcal/mol. The gap between HOMO and LUMO comes out at 0.3527 Eh. As for the SMILES: C=CC[C@@H](C)[NH3+].

```
! RIJCOSX wB97M-V def2-TZVPD def2/J DEFGRID3
* xyz 1 1
H -0.4647 0.1049 1.9185
C 0.8756 1.7059 0.0478
C -0.8798 -1.9229 1.9307
C 0.0274 -0.7350 -0.0840
H 1.2486 0.8460 -2.2596
H -1.0898 1.0186 -0.4421
C -0.0617 0.6907 -0.5865
H -1.4995 -1.9070 2.8194
H 1.8905 1.3003 0.0945
C -0.4622 -0.8165 1.3445
H -0.0774 -0.1125 -2.5555
H -0.1826 1.5155 -2.5586
H -0.8408 -2.9253 1.5121
H 1.0484 -1.1367 -0.1450
H 0.5695 2.0193 1.0438
H 0.8582 2.6229 -0.5398
N 0.2500 0.7261 -2.0692
H -0.5877 -1.3814 -0.7173
*
```

Partial atomic charges computed with the Mulliken method, in multiples of e:
1 H 0.222
2 C -1.449
3 C -0.858
4 C -0.363
5 H 0.374
6 H 0.263
7 C 0.072
8 H 0.275
9 H 0.394
10 C -0.186
11 H 0.354
12 H 0.367
13 H 0.284
14 H 0.337
15 H 0.372
16 H 0.457
17 N -0.278
18 H 0.364

The ion C5H12N with charge +1, computed with ωB97M-V/def2-TZVPD.

The highest occupied orbital energy is -13.911 eV. For the energy above the lowest of the compared OMol25 structures with the same formula, charge and spin, the calculation gives 23.1 kcal/mol. The gap between HOMO and LUMO comes out at 0.3792 Eh. As for the SMILES: C=CCCC[NH3+].

```
! RIJCOSX wB97M-V def2-TZVPD def2/J DEFGRID3
* xyz 1 1
H 1.7815 0.4607 0.6162
H -0.2345 -3.0856 -0.2467
C -0.3670 0.7963 0.9385
H 0.6351 0.1074 -1.5348
H 1.1247 -0.1469 2.0796
C -0.9497 0.9744 -0.4597
C 0.9008 -0.0564 1.0235
H -1.3642 -1.8470 0.4090
H -0.2304 1.7752 1.3867
H -1.1494 0.3275 1.5431
H -0.1965 1.2679 -2.4105
H 0.8434 1.7334 -1.2045
H -1.6020 0.1650 -0.7677
C -0.3412 -2.0988 0.1831
H 1.7101 -1.8915 0.1010
C 0.7788 -1.4158 0.3838
H -1.4991 1.9149 -0.5544
N 0.1596 1.0193 -1.4860
*
```

Partial atomic charges computed with the Mulliken method, in multiples of e:
1 H 0.350
2 H 0.272
3 C -0.591
4 H 0.326
5 H 0.356
6 C -0.635
7 C -0.584
8 H 0.285
9 H 0.392
10 H 0.342
11 H 0.374
12 H 0.344
13 H 0.333
14 C -0.687
15 H 0.365
16 C -0.326
17 H 0.376
18 N -0.293

| no. | E_tot (eV) | maximum force (eV Å⁻¹) |
| --- | --- | --- |
| 1 | -26908.022 | 2.84 |
| 2 | -11066.095 | 5.48 |
| 3 | -46132.022 | 5.16 |
| 4 | -46126.050 | 7.27 |
| 5 | -23063.008 | 4.82 |
| 6 | -16452.324 | 3.77 |
| 7 | -16452.862 | 5.49 |
| 8 | -6858.633 | 4.32 |
| 9 | -6860.655 | 2.59 |
| 10 | -6859.623 | 4.76 |
| 11 | -6862.382 | 1.11 |
| 12 | -6862.558 | 0.92 |